i) This record from the OMol25 dataset describes the molecule C4H5NO2. The level of theory is wB97M-V/def2-TZVPD.

- E_LUMO (eV) = 0.966
- HOMO-LUMO gap (eV) = 10.493
- total charge = 0

Last column: natural (NBO) charge in e.
Positions of all 12 atoms, in Å:
1 C 0.9571 -0.5656 -1.5270  -0.462
2 C 1.6624 0.1171 -0.3510  -0.483
3 C 0.2192 -0.1033 -0.3628  0.481
4 C -0.9775 -0.1354 1.4307  0.320
5 H 0.6837 -1.6049 -1.8212  0.252
6 H 0.7846 -0.0359 -2.5015  0.221
7 H 1.7317 1.2400 -0.5412  0.237
8 H 2.5753 -0.3663 0.0303  0.241
9 H -1.4349 -0.4650 2.1822  0.179
10 N -1.1726 1.0256 0.9577  -0.128
11 O -0.4397 -1.1432 0.5326  -0.482
12 O -0.4727 0.9152 -0.4316  -0.375

ii) This record from the OMol25 dataset describes a cluster of 2 separate species, C4H5NO2 in total. The level of theory is wB97M-V/def2-TZVPD.

- E_LUMO (eV) = -0.627
- HOMO-LUMO gap (eV) = 9.897
- total charge = 0

Last column: natural (NBO) charge in e.
Positions of all 12 atoms, in Å:
1 C 1.9465 -0.2149 -1.8098  -0.214
2 C 1.2351 0.7183 -1.5874  -0.215
3 C -0.4740 0.0970 2.0161  -0.315
4 C -0.4178 -0.3981 0.7792  -0.146
5 N -1.3329 -0.1065 -0.2672  0.493
6 O -2.1932 0.7029 -0.0415  -0.380
7 O -1.1870 -0.6831 -1.3276  -0.360
8 H 2.6517 -0.9280 -1.9768  0.218
9 H 0.5224 1.4070 -1.4334  0.211
10 H 0.2916 -0.2533 2.7942  0.231
11 H -1.2753 0.9134 2.3001  0.243
12 H 0.2329 -1.2547 0.5542  0.235

Name the most stable of them. i).

i) This record from the OMol25 dataset describes a cluster of 2 separate species, C4H5NO2 in total. The level of theory is wB97M-V/def2-TZVPD.

- E_LUMO (eV) = 0.359
- HOMO-LUMO gap (eV) = 10.591
- total charge = 0

Last column: natural (NBO) charge in e.
Positions of all 12 atoms, in Å:
1 O -2.8216 0.9777 0.5248  -0.499
2 C -1.8313 0.3066 0.6537  0.450
3 C -0.1120 0.3431 -1.0917  0.463
4 C -0.4363 0.8151 0.3134  -0.633
5 N 2.6893 -0.6808 0.9590  -0.346
6 C 2.4118 -1.4532 0.1479  0.095
7 O 0.1353 -0.8111 -1.3555  -0.538
8 H -1.8853 -0.7481 0.9871  0.124
9 H -0.1472 1.1051 -1.8933  0.128
10 H -0.4391 1.9060 0.3706  0.240
11 H 0.3093 0.3906 0.9960  0.268
12 H 2.1270 -2.1509 -0.6121  0.249

ii) This record from the OMol25 dataset describes the molecule C4H5NO2. The level of theory is wB97M-V/def2-TZVPD.

- E_LUMO (eV) = 0.690
- HOMO-LUMO gap (eV) = 9.552
- total charge = 0

Last column: natural (NBO) charge in e.
Positions of all 12 atoms, in Å:
1 C -1.5498 -0.6081 -0.6563  -0.553
2 C -0.4202 -0.2707 -0.0001  0.201
3 C -0.1042 1.1470 -0.0762  -0.152
4 O 1.3212 1.2254 0.1649  -0.481
5 C 1.7280 0.0096 0.6467  0.883
6 O 2.8527 -0.2643 0.9613  -0.569
7 N 0.6209 -0.8658 0.6830  -0.629
8 H -1.6380 -0.2426 -1.6759  0.221
9 H -2.2566 -1.3632 -0.3773  0.212
10 H -0.7821 1.3364 -0.9706  0.234
11 H -0.5938 1.7521 0.6892  0.207
12 H 0.8218 -1.8558 0.6112  0.426

Name the most stable of them. i).

i) This record from the OMol25 dataset describes a structure of composition C4H5NO2. The level of theory is wB97M-V/def2-TZVPD.

- E_LUMO (eV) = 0.056
- HOMO-LUMO gap (eV) = 9.356
- total charge = 0

Last column: natural (NBO) charge in e.
Positions of all 12 atoms, in Å:
1 C -0.0608 0.2299 1.1647  0.140
2 C -1.1335 0.2217 -0.6483  -0.222
3 C 1.4751 0.2183 -0.5496  -0.049
4 N 1.2624 -0.1744 0.6861  -0.420
5 C -0.3563 -1.0600 0.4437  0.614
6 O -0.8057 1.1381 0.4142  -0.525
7 O -0.5410 -2.2270 0.5091  -0.504
8 H -0.1592 0.2749 2.2475  0.219
9 H -2.1814 -0.0744 -0.5787  0.186
10 H -0.9442 0.5981 -1.6508  0.191
11 H 2.1774 -0.3681 -1.1301  0.187
12 H 1.2671 1.2229 -0.9079  0.183

ii) This record from the OMol25 dataset describes the molecule C4H5NO2. The level of theory is wB97M-V/def2-TZVPD.

- E_LUMO (spin up / spin down) (eV) = 0.653 / 0.653
- HOMO-LUMO gap (spin up / spin down) (eV) = 7.690 / 7.692
- total charge = 0

Last column: natural (NBO) charge in e.
Positions of all 12 atoms, in Å:
1 O -0.9414 2.4203 -0.4486  -0.554
2 C -0.4740 1.3947 -0.0437  0.776
3 C -1.1670 0.0812 0.2578  -0.557
4 C -0.4345 -0.9421 -0.5185  -0.228
5 N 0.8825 -0.9713 -0.2100  -0.444
6 C 1.4896 0.0900 0.2957  0.193
7 O 0.8987 1.2956 0.1288  -0.478
8 H -1.0671 -0.1221 1.3448  0.208
9 H -2.2215 0.1476 -0.0051  0.253
10 H -0.8230 -1.6193 -1.2615  0.213
11 H 1.3472 -1.8696 -0.1826  0.418
12 H 2.5103 0.0949 0.6429  0.200

iii) This record from the OMol25 dataset describes the molecule C4H5NO2. The level of theory is wB97M-V/def2-TZVPD.

- E_LUMO (eV) = 0.757
- HOMO-LUMO gap (eV) = 9.121
- total charge = 0

Last column: natural (NBO) charge in e.
Positions of all 12 atoms, in Å:
1 C 1.6069 0.5000 1.2671  -0.295
2 C 0.0163 0.1437 -0.3570  0.541
3 C -0.4917 -1.1981 -0.3057  -0.246
4 C -1.7896 0.1397 -1.5122  0.291
5 H 2.4906 1.3726 1.3097  0.214
6 H 2.0068 -0.6714 1.0036  0.209
7 H 1.0724 0.6822 2.3986  0.201
8 H -0.4127 -2.0796 0.3203  0.240
9 H -2.9192 0.3489 -1.9972  0.228
10 N -1.6140 -1.1220 -1.1737  -0.480
11 O 0.8247 0.9749 0.2142  -0.486
12 O -0.7903 0.9089 -1.1677  -0.416

iv) This record from the OMol25 dataset describes the molecule C4H5NO2. The level of theory is wB97M-V/def2-TZVPD.

- E_LUMO (eV) = -0.017
- HOMO-LUMO gap (eV) = 9.747
- total charge = 0

Last column: natural (NBO) charge in e.
Positions of all 12 atoms, in Å:
1 O -1.5345 -1.3807 -0.5658  -0.497
2 C -1.4243 -0.7768 0.4750  0.330
3 C -0.0982 -0.5280 1.1902  0.592
4 O -0.0387 -0.8124 2.3584  -0.484
5 N 0.9311 0.1492 0.5202  -0.449
6 C 0.3693 1.1348 -0.4479  -0.264
7 C 1.1591 -0.0104 -0.9161  -0.241
8 H -2.2947 -0.3965 1.0398  0.139
9 H 0.7922 2.1090 -0.2796  0.219
10 H -0.6832 1.1679 -0.7484  0.208
11 H 0.6264 -0.8017 -1.4355  0.230
12 H 2.1954 0.1456 -1.1902  0.217

Name the most stable of them. ii).

i) This record from the OMol25 dataset describes the molecule C4H5NO2. The level of theory is wB97M-V/def2-TZVPD.

- E_LUMO (eV) = 0.284
- HOMO-LUMO gap (eV) = 10.144
- total charge = 0

Last column: natural (NBO) charge in e.
Positions of all 12 atoms, in Å:
1 C 1.4304 0.0770 0.8816  -0.612
2 C 0.0534 0.2277 0.2252  -0.164
3 C -0.8798 -0.9675 0.1884  0.433
4 O -1.7032 -0.9967 -0.6990  -0.491
5 C -1.0115 0.6594 -1.7783  0.873
6 O -1.8176 0.7718 -2.6199  -0.509
7 N 0.0014 0.8284 -1.0845  -0.586
8 H 2.1688 -0.4084 0.2365  0.226
9 H 1.8087 1.0717 1.1304  0.230
10 H 1.3701 -0.4934 1.8197  0.217
11 H -0.8968 -1.7597 0.9465  0.150
12 H -0.5240 0.9898 0.7535  0.232

ii) This record from the OMol25 dataset describes the molecule C4H5NO2. The level of theory is wB97M-V/def2-TZVPD.

- E_LUMO (eV) = 0.585
- HOMO-LUMO gap (eV) = 10.831
- total charge = 0

Last column: natural (NBO) charge in e.
Positions of all 12 atoms, in Å:
1 O -2.5292 -1.2210 -1.1123  -0.494
2 C -1.3538 -0.9822 -1.0083  0.431
3 C -0.7309 -0.2119 0.1227  -0.180
4 C 0.5987 -0.7014 0.6250  -0.228
5 N 0.5329 0.3883 -0.2987  -0.440
6 C 1.0387 1.6046 0.1620  0.536
7 O 1.9582 1.6709 0.9423  -0.546
8 H -0.6106 -1.3045 -1.7686  0.117
9 H -1.4242 0.3056 0.7859  0.231
10 H 0.9779 -1.6471 0.2485  0.210
11 H 0.9705 -0.3897 1.5996  0.234
12 H 0.5720 2.4885 -0.2980  0.129

iii) This record from the OMol25 dataset describes the molecule C4H5NO2. The level of theory is wB97M-V/def2-TZVPD.

- E_LUMO (eV) = -0.161
- HOMO-LUMO gap (eV) = 10.042
- total charge = 0

Last column: natural (NBO) charge in e.
Positions of all 12 atoms, in Å:
1 N 1.6714 1.5216 1.4020  -0.506
2 C 0.9201 0.9730 0.5452  -0.026
3 C -1.9947 -0.3739 -0.9589  -0.429
4 C -1.0332 -0.8392 -0.1798  0.098
5 O 0.2550 -1.0521 -0.6546  -0.499
6 C 1.2720 -0.3532 -0.0950  0.720
7 O 2.4009 -0.7596 -0.1485  -0.529
8 H 0.0009 1.4694 0.2327  0.195
9 H 2.4863 0.9188 1.5624  0.349
10 H -3.0024 -0.2713 -0.5727  0.219
11 H -1.7968 -0.0910 -1.9873  0.217
12 H -1.1796 -1.1426 0.8547  0.191

iv) This record from the OMol25 dataset describes a structure of composition C4H5NO2. The level of theory is wB97M-V/def2-TZVPD.

- E_LUMO (eV) = 0.262
- HOMO-LUMO gap (eV) = 8.996
- total charge = 0

Last column: natural (NBO) charge in e.
Positions of all 12 atoms, in Å:
1 C 0.4401 0.7151 0.2663  -0.156
2 C -0.1917 -0.7621 0.0172  -0.001
3 C -1.5665 -0.6590 -0.0058  -0.065
4 C -2.7426 -0.1653 -0.2178  -0.246
5 H 1.7366 0.9614 -1.1334  0.500
6 H -0.3668 1.5470 -0.1925  0.241
7 H 0.5172 0.7945 1.3653  0.220
8 H 1.9409 -0.3061 0.2096  0.472
9 H -3.8962 0.3024 0.0199  0.291
10 N 0.4869 -1.8435 -0.0955  0.012
11 O 1.8394 0.8461 -0.2267  -0.666
12 O 1.8026 -1.4305 -0.0066  -0.604

Name the most stable of them. i).

i) This record from the OMol25 dataset describes the molecule C4H5NO2. The level of theory is wB97M-V/def2-TZVPD.

- E_LUMO (eV) = 0.678
- HOMO-LUMO gap (eV) = 10.611
- total charge = 0

Last column: natural (NBO) charge in e.
Positions of all 12 atoms, in Å:
1 O -2.3077 0.3469 0.8689  -0.500
2 C -1.6333 -0.2973 0.1102  0.423
3 C -0.3875 0.2601 -0.5700  -0.051
4 C 0.5546 0.9495 0.4316  -0.275
5 N 1.5266 -0.0995 0.7603  -0.451
6 C 1.3603 -1.0021 -0.1069  0.368
7 O 0.3800 -0.8579 -1.0419  -0.492
8 H -1.8555 -1.3571 -0.1393  0.122
9 H -0.6711 0.8784 -1.4263  0.225
10 H 1.0866 1.8016 -0.0055  0.208
11 H 0.0116 1.2951 1.3149  0.230
12 H 1.9355 -1.9177 -0.1960  0.194

ii) This record from the OMol25 dataset describes the molecule C4H5NO2. The level of theory is wB97M-V/def2-TZVPD.

- E_LUMO (spin up / spin down) (eV) = -0.509 / -0.509
- HOMO-LUMO gap (spin up / spin down) (eV) = 7.770 / 7.772
- total charge = 0

Last column: natural (NBO) charge in e.
Positions of all 12 atoms, in Å:
1 O 0.0513 2.1215 -0.0409  -0.404
2 C -0.9974 1.6796 -0.4245  0.282
3 C -0.8943 0.5401 -1.3978  0.701
4 O -1.3495 0.2576 -2.4522  -0.451
5 N 0.3706 -0.1424 -0.2962  -0.557
6 C 1.3465 -1.0976 0.2193  -0.222
7 C 0.1216 -0.7626 0.9974  -0.262
8 H -1.9657 1.8390 0.0709  0.157
9 H 2.2948 -0.6786 0.6052  0.196
10 H 1.4709 -2.0663 -0.2506  0.190
11 H -0.6606 -1.5208 1.0501  0.183
12 H 0.2118 -0.1696 1.9194  0.186

iii) This record from the OMol25 dataset describes a cluster of 2 separate species, C4H5NO2 in total. The level of theory is wB97M-V/def2-TZVPD.

- E_LUMO (eV) = 0.005
- HOMO-LUMO gap (eV) = 9.709
- total charge = 0

Last column: natural (NBO) charge in e.
Positions of all 12 atoms, in Å:
1 O 1.9556 -1.5686 0.2614  -0.508
2 C 1.4846 -0.5501 0.7029  0.410
3 C 0.5433 0.3585 -0.0880  0.036
4 C -0.2334 -0.3014 -1.1068  -0.195
5 N -1.9700 -0.3910 0.0590  -0.418
6 C -1.8279 0.5207 0.7882  0.209
7 O 0.0551 1.3892 0.5004  -0.666
8 H 1.6899 -0.1795 1.7271  0.134
9 H 1.1023 0.4789 -1.1857  0.269
10 H -0.7901 0.3185 -1.7988  0.234
11 H 0.0481 -1.3046 -1.4190  0.251
12 H -2.0575 1.2295 1.5594  0.244

Name the most stable of them. i).